Record 1
117
Properties=species:S:1:pos:R:3 method="wB97M-V/def2-TZVPD" charge=+1 orbital_gap_ev=6.04 total_energy_ha=-5686.3937 lumo_ev=-4.19
Br 1.970 -3.073 -5.863
Cl 4.278 -2.138 -1.145
P -0.060 -0.866 -4.265
O -5.634 -1.755 -7.122
O 1.620 3.050 2.937
O 7.642 -4.229 1.597
O 6.911 -4.293 3.738
O 3.886 1.896 0.318
O 8.890 -5.166 3.088
O -5.420 -3.532 -8.502
O -0.173 -0.540 -5.890
O -4.438 -1.688 -9.042
N -0.683 -2.461 -4.114
N 3.584 -0.872 -2.166
C -6.179 -4.306 -7.570
C 4.471 -0.845 -3.387
C -0.781 -4.016 2.030
C 2.144 2.938 1.629
C 7.734 -4.544 2.896
C 6.572 -2.054 1.602
C 4.077 -1.957 -4.368
C -4.087 -0.323 -8.776
C -1.808 3.065 4.102
C -5.727 5.263 6.660
C -0.471 2.828 4.019
C 0.277 3.348 2.991
C -4.267 4.612 4.769
C -0.778 -3.407 0.809
C 3.426 2.114 1.651
C 0.192 -2.173 -1.099
C 0.371 -4.011 2.796
C -5.628 2.855 6.104
C 2.178 -1.327 -2.497
C 0.331 -2.765 0.297
C -4.015 4.072 3.325
C -2.490 3.858 3.196
C 1.144 -0.980 -1.406
C 3.662 0.500 -1.530
C 1.466 -3.360 2.304
C -2.970 -0.229 -7.759
C -4.652 2.701 2.997
C 9.161 -5.502 4.454
C -0.379 4.137 2.088
C -5.613 4.271 5.458
C 1.468 -2.748 1.073
C -4.460 5.116 2.291
C -1.729 4.388 2.187
C 6.461 -3.520 1.233
C 3.994 0.528 -0.024
C -6.868 4.530 4.606
C -5.209 -2.271 -8.124
C 1.805 -0.837 -3.926
C 2.736 -1.501 -5.004
H -2.374 2.628 4.921
H 3.959 -2.916 -3.859
H -4.694 2.326 5.890
H 3.338 1.214 2.267
H 0.283 -2.990 -1.822
H -4.342 4.717 1.278
H 5.055 0.274 0.085
H 2.404 3.951 1.287
H -7.111 -3.808 -7.313
H -1.697 -3.455 0.229
H 0.527 -0.121 -1.679
H -5.589 -4.494 -6.673
H -4.865 5.179 7.326
H 0.186 4.574 1.270
H -1.383 -2.397 -3.381
H -3.476 4.349 5.477
H -5.677 2.778 2.627
H 4.176 2.744 2.145
H -5.893 6.278 6.286
H 5.709 -1.497 1.235
H -7.705 4.629 5.312
H 4.336 0.087 -3.936
H -2.646 0.805 -7.638
H 1.419 2.563 0.894
H -3.790 5.979 2.371
H -1.660 -4.510 2.428
H -3.294 -0.603 -6.787
H -3.759 0.092 -9.727
H 5.501 -0.983 -3.064
H -1.186 -2.664 -4.980
H -4.083 2.283 2.155
H 0.655 -0.095 -6.120
H 4.828 -2.062 -5.152
H 0.005 2.216 4.782
H 7.480 -1.620 1.179
H 2.971 -0.768 -5.777
H 8.336 -6.057 4.893
H -6.632 4.973 7.204
H 0.443 -4.497 3.762
H 9.359 -4.597 5.028
H -4.965 0.240 -8.460
H -0.829 -1.790 -1.194
H 2.068 0.233 -3.944
H 4.491 1.034 -1.997
H 3.344 -0.115 0.574
H -5.733 2.911 7.190
H -4.560 1.965 3.795
H -6.831 5.488 4.082
H -2.116 -0.834 -8.069
H -5.477 5.477 2.438
H 1.602 -0.716 -0.449
H -7.140 3.701 3.952
H -6.446 2.238 5.719
H 5.580 -3.983 1.682
H 2.187 -2.416 -2.577
H -4.239 5.709 4.694
H 6.626 -1.925 2.682
H 2.777 1.100 -1.751
H 2.368 -2.256 0.720
H -2.154 5.000 1.401
H -6.404 -5.253 -8.051
H 6.366 -3.623 0.149
H 2.394 -3.340 2.870
H 10.050 -6.126 4.458

=====

Record 2
110
Properties=species:S:1:pos:R:3 method="wB97M-V/def2-TZVPD" charge=-1 orbital_gap_ev=5.65 total_energy_ha=-4752.7667 lumo_ev=1.93
Sb 1.130 -3.332 -2.340
Rb 0.475 -0.609 -0.061
Se 2.920 -1.109 2.143
S -1.065 -0.068 3.039
N -0.458 0.387 -2.622
N 0.174 2.249 1.283
N -2.119 1.064 0.188
C -1.334 -0.489 -3.136
C 5.195 -4.650 2.287
C 5.607 -2.563 1.015
C -2.691 0.611 2.578
C 0.170 1.410 -3.431
C -1.922 -1.422 -2.216
C 1.533 -3.283 3.996
C 1.022 -2.956 -4.461
C 3.258 -3.127 -1.991
C 5.019 -6.840 3.527
C 4.749 -3.372 1.954
C 4.501 -5.477 3.153
C -0.817 2.422 -4.050
C -0.076 3.547 -4.779
C 3.553 -2.880 2.503
C -0.137 1.387 3.599
C 2.705 2.761 -4.268
C -3.004 -1.866 -6.304
C -3.131 -2.614 -3.909
C 1.532 -6.210 -3.625
C 2.334 -2.858 -5.228
C -3.071 0.485 1.100
C -1.785 -0.686 -4.478
C -2.636 -1.717 -4.848
C 1.098 0.861 -4.537
C -3.298 -3.377 -1.507
C 0.805 2.949 -5.881
C -1.011 3.074 1.171
C 1.831 1.994 -5.263
C 4.202 -4.231 -2.447
C 0.806 4.310 -3.787
C -2.003 2.503 0.141
C 3.313 -4.988 3.682
C 1.819 3.346 -3.166
C 0.779 2.081 2.585
C 2.830 -3.723 3.374
C -2.775 -2.442 -2.567
C 1.018 -5.494 -2.382
C 1.071 2.211 -2.467
H -1.443 -0.030 -5.268
H 1.713 -2.624 4.850
H -1.498 1.921 -4.740
H -2.731 1.650 2.906
H -3.792 -3.420 -4.206
H 4.188 -4.364 -3.529
H 1.673 1.468 2.459
H 2.161 -2.550 -6.263
H -1.655 2.760 -0.860
H 3.447 2.087 -3.830
H 1.355 -7.288 -3.566
H 2.441 3.880 -2.439
H 0.453 -2.031 -4.545
H 1.815 0.176 -4.070
H 3.944 -5.189 -1.991
H 6.126 -5.003 1.848
H 0.432 2.607 -1.669
H -4.084 0.917 0.996
H -1.435 2.831 -3.242
H -3.460 -0.952 -6.691
H 1.034 -5.853 -4.528
H 2.603 -6.062 -3.765
H -0.858 2.081 4.036
H 0.382 -3.738 -4.878
H 0.936 -2.705 3.291
H -0.803 4.234 -5.224
H -2.211 0.691 -0.750
H 3.010 -2.125 -4.784
H 0.184 4.757 -3.004
H 3.544 -2.166 -2.430
H 5.555 -6.819 4.480
H -3.921 -4.159 -1.943
H 0.183 2.410 -6.604
H -1.679 -1.303 -1.166
H 0.529 0.276 -5.261
H -1.486 3.131 2.151
H 5.790 -3.115 0.091
H 1.545 -5.833 -1.486
H 5.710 -7.220 2.773
H -3.709 -2.685 -6.451
H 2.730 -5.615 4.352
H -0.780 4.112 0.891
H -2.976 3.005 0.285
H 3.336 -2.988 -0.909
H -2.120 -2.070 -6.914
H -3.901 -2.844 -0.767
H 5.136 -1.613 0.776
H 0.961 -4.147 4.341
H 0.489 1.028 4.417
H 0.861 2.496 0.584
H 1.099 3.030 3.052
H -3.441 0.074 3.162
H 5.233 -4.008 -2.159
H 2.463 1.573 -6.052
H 1.329 5.129 -4.296
H 4.205 -7.560 3.630
H 1.319 3.749 -6.425
H 2.861 -3.814 -5.254
H -3.156 -0.576 0.852
H -0.037 -5.732 -2.225
H -2.477 -3.859 -0.969
H 1.782 1.516 -2.004
H 6.581 -2.356 1.467
H 3.251 3.562 -4.779